(1)
{"formula": "C5H5NO", "method": "the ωB97M-V functional and the def2-TZVPD basis", "species": ["N", "C", "C", "O", "C", "C", "C", "H", "H", "H", "H", "H"], "coordinates": [[-2.87359, 0.62391, -1.32747], [-1.78899, 0.74893, -0.94085], [-0.35291, 0.81955, -0.56907], [0.01286, 1.31607, 0.70030], [1.29476, -0.04355, 0.57869], [0.26387, -0.96675, 1.01982], [0.35095, -0.51640, -0.44614], [0.15599, 1.41756, -1.33000], [2.39447, -0.01631, 0.67442], [0.40412, -1.95787, 1.43775], [-0.43563, -0.29196, 1.51028], [0.57410, -1.13317, -1.30774]], "forces_ev_per_a": [[1.200, 0.177, 0.475], [-0.918, 0.042, 0.053], [0.270, -0.437, -0.639], [2.591, -0.541, -0.203], [-1.058, 1.703, 0.429], [-0.552, -0.084, 0.066], [-0.379, -0.202, -0.232], [-0.202, -0.084, -0.300], [-0.929, 0.646, 0.107], [0.286, 0.053, -0.513], [-0.419, -1.123, 0.486], [0.110, -0.150, 0.271]], "lowdin_charge": [0.149, -0.128, -0.391, -0.096, 0.021, -0.057, -0.174, 0.148, 0.149, 0.118, 0.118, 0.143], "e_homo_ev": -10.2, "orbital_gap_ha": 0.3729}

---

(2)
{"formula": "C2H3N2O2", "method": "the ωB97M-V functional and the def2-TZVPD basis", "species": ["C", "C", "N", "N", "O", "O", "H", "H", "H"], "coordinates": [[-0.81387, 1.65214, -0.90018], [-0.32143, 0.87825, -0.13512], [1.12284, -1.82783, 1.61599], [2.25972, -1.71054, 1.04865], [3.05019, -0.84633, 1.47153], [2.57991, -2.44204, 0.07612], [0.60180, -2.57772, 1.15027], [-1.26298, 2.34017, -1.55520], [0.14024, 0.18637, 0.51527]], "forces_ev_per_a": [[-0.052, -0.031, 0.120], [-0.051, 0.199, -0.246], [-1.640, 0.146, 0.872], [0.282, -0.230, -0.459], [0.366, 0.327, 0.090], [0.275, -0.331, -0.436], [0.638, 0.194, -0.154], [-0.177, 0.296, -0.314], [0.359, -0.570, 0.527]], "lowdin_charge": [-0.029, 0.007, -0.001, -0.675, -0.138, -0.155, 0.022, -0.014, -0.018], "e_homo_ev": -4.2, "orbital_gap_ha": 0.2911, "charge": -1}

---

(3)
{"formula": "C26H30N4O5", "method": "the ωB97M-V functional and the def2-TZVPD basis", "species": ["C", "C", "C", "C", "C", "N", "C", "O", "N", "C", "C", "C", "N", "C", "C", "O", "C", "C", "C", "C", "C", "C", "C", "C", "C", "C", "C", "N", "C", "O", "O", "C", "O", "C", "C", "H", "H", "H", "H", "H", "H", "H", "H", "H", "H", "H", "H", "H", "H", "H", "H", "H", "H", "H", "H", "H", "H", "H", "H", "H", "H", "H", "H", "H", "H"], "coordinates": [[-2.88645, 3.42492, 1.47293], [-2.28712, 2.15778, 0.94606], [-1.45537, 1.38812, 1.75020], [-0.85819, 0.23780, 1.27331], [-1.07185, -0.15667, -0.04450], [-0.47744, -1.30689, -0.57026], [0.69652, -1.94456, -0.23163], [0.77371, -3.15417, -0.39212], [1.76259, -1.19973, 0.17495], [2.91618, -1.92411, 0.67062], [2.94561, -2.00051, 2.20071], [1.84013, -2.90739, 2.75903], [0.67298, -2.16705, 3.22201], [-0.50556, -3.02452, 3.24539], [-1.72066, -2.24933, 3.75463], [-1.49118, -1.70210, 5.03328], [-0.36127, -0.86281, 5.01093], [0.88515, -1.61852, 4.55340], [1.88290, 0.24035, 0.12284], [1.30983, 0.87647, -1.11257], [1.28222, 0.27902, -2.32516], [0.68243, 0.89961, -3.45989], [0.62107, 0.25955, -4.71401], [0.00736, 0.92489, -5.73466], [-0.55064, 2.20315, -5.55536], [-0.50724, 2.85048, -4.35096], [0.12372, 2.18191, -3.28952], [0.21524, 2.77498, -2.06263], [0.77361, 2.22112, -0.93136], [0.80070, 2.85568, 0.10868], [-1.09565, 2.62626, -6.72954], [-0.86898, 1.59104, -7.66451], [-0.18430, 0.53341, -7.03288], [-1.93529, 0.58435, -0.84585], [-2.53046, 1.72892, -0.35179], [-3.31056, 3.26887, 2.46317], [-2.11145, 4.18659, 1.55782], [-3.66556, 3.79537, 0.81097], [-1.27452, 1.70135, 2.76858], [-0.23751, -0.37639, 1.91056], [-1.08287, -1.90023, -1.12150], [3.82481, -1.43533, 0.30577], [2.87407, -2.93383, 0.25564], [3.91947, -2.39224, 2.49839], [2.84576, -0.99562, 2.61217], [1.51163, -3.58118, 1.96625], [2.24485, -3.52828, 3.57708], [-0.69867, -3.37677, 2.22996], [-0.34363, -3.89934, 3.90019], [-2.57704, -2.91810, 3.85954], [-1.97272, -1.44703, 3.04612], [-0.23196, -0.49614, 6.03113], [-0.54096, -0.01219, 4.33788], [1.73621, -0.93501, 4.53182], [1.10096, -2.42244, 5.28134], [2.95374, 0.47358, 0.15820], [1.42354, 0.73490, 0.98779], [1.69792, -0.71083, -2.45091], [1.04420, -0.72094, -4.85078], [-0.93603, 3.82998, -4.22126], [-0.18617, 3.69723, -1.94138], [-1.83431, 1.22920, -8.05217], [-0.26439, 1.97779, -8.50018], [-2.12410, 0.26449, -1.86133], [-3.18899, 2.30110, -0.99063]], "forces_ev_per_a": [[0.081, 0.015, 0.003], [-0.049, -0.015, 0.012], [-0.072, -0.027, -0.129], [-0.139, -0.023, -0.117], [-0.238, 0.322, 0.243], [-0.338, -0.348, -0.232], [-0.153, 0.073, -0.224], [-0.032, -0.457, -0.015], [0.107, 0.001, -0.111], [0.235, -0.293, 0.331], [-0.040, -0.209, -0.220], [0.148, 0.069, -0.004], [-0.070, -0.066, 0.049], [-0.288, 0.127, 0.129], [0.037, -0.252, -0.301], [-0.025, -0.046, 0.184], [0.349, 0.015, 0.066], [-0.252, 0.192, 0.075], [-0.094, 0.467, 0.137], [0.278, -0.143, -0.317], [0.114, 0.372, 0.504], [-0.247, 0.440, -0.015], [-0.238, 0.230, -0.393], [-0.081, 0.371, 0.308], [0.297, -0.482, 0.206], [-0.098, -0.032, -0.353], [0.175, -0.609, -0.363], [-0.064, 0.400, 0.082], [-0.018, 0.037, -0.267], [0.089, 0.139, 0.295], [0.019, 0.251, 0.507], [-0.321, -0.059, -1.238], [0.178, -0.244, 0.243], [0.103, -0.162, 0.034], [-0.040, -0.035, 0.112], [-0.065, 0.051, 0.059], [-0.007, 0.117, 0.024], [-0.067, 0.063, -0.001], [0.038, 0.023, 0.127], [0.086, -0.054, 0.066], [0.176, -0.044, 0.157], [-0.105, 0.000, -0.038], [0.103, 0.165, 0.030], [0.070, 0.063, 0.032], [0.082, 0.068, 0.103], [0.008, -0.048, 0.048], [-0.076, -0.005, -0.039], [-0.012, -0.059, 0.000], [-0.005, -0.001, -0.053], [0.046, 0.045, -0.094], [-0.011, -0.098, 0.058], [0.038, 0.044, -0.102], [0.026, 0.004, 0.053], [0.021, 0.000, 0.056], [0.022, 0.039, -0.048], [-0.113, -0.055, 0.079], [0.215, -0.068, -0.138], [0.043, -0.155, 0.044], [0.073, -0.169, -0.022], [-0.070, 0.167, 0.017], [0.106, -0.164, 0.104], [0.203, 0.074, 0.178], [-0.084, -0.063, 0.261], [0.025, -0.016, -0.134], [-0.081, 0.059, -0.050]], "lowdin_charge": [-0.047, -0.283, -0.033, -0.041, -0.255, 0.150, -0.530, 0.036, -0.025, -0.154, -0.136, -0.192, -0.179, -0.160, -0.187, -0.126, -0.189, -0.164, -0.096, -0.118, 0.044, -0.145, 0.070, -0.200, -0.197, 0.080, -0.181, 0.176, -0.433, 0.065, 0.045, -0.154, 0.036, -0.025, -0.047, 0.080, 0.084, 0.073, 0.114, 0.092, 0.158, 0.122, 0.121, 0.111, 0.104, 0.109, 0.121, 0.124, 0.131, 0.127, 0.111, 0.127, 0.109, 0.120, 0.130, 0.142, 0.114, 0.135, 0.131, 0.127, 0.166, 0.141, 0.142, 0.118, 0.111], "e_homo_ev": -7.8, "orbital_gap_ha": 0.2971, "smiles": "Cc1ccc(NC(=O)N(CCCN2CCOCC2)Cc2cc3cc4c(cc3[nH]c2=O)OCO4)cc1"}

---

Sequential relative energy (zero: lowest compared OMol25 entry of this formula, charge and spin) output: 108.0; 90.6; 48.4 kcal per mole